Record 1
Entry from the OMol25 dataset: the ion C5H8IN2O with charge +1 in a non-equilibrium geometry (wB97M-V/def2-TZVPD).

Output
Charge: +1
Relative energy (zero: lowest compared OMol25 entry of this formula, charge and spin) (kcal per mole): 79.3
E_HOMO (eV): -13.125
HOMO-LUMO gap (eV): 7.39
LUMO level (hartree): -0.2107

Each line ends with the Löwdin charge.
Positions of all 17 atoms, in Å:
1 C 1.90779 -0.64153 -0.69967  -0.124
2 C 1.27874 -0.70393 0.72630  -0.719
3 I 2.13123 -2.33620 1.87329  0.914
4 C -0.28495 -0.85986 0.78224  -0.192
5 N -1.08046 0.08849 0.04278  -0.012
6 C -1.39120 1.34962 0.36650  0.069
7 C -1.93857 1.96233 -0.72994  -0.005
8 N -1.95463 1.09356 -1.73134  0.163
9 O -1.44589 -0.02920 -1.29658  0.080
10 H 1.76520 -1.61895 -1.20616  0.101
11 H 2.85609 -0.37120 -0.57996  0.031
12 H 1.48905 -0.01365 -1.38371  0.040
13 H 1.50442 0.23251 1.06617  0.044
14 H -0.55544 -0.85822 1.92241  0.160
15 H -0.81336 -1.80732 0.53632  0.145
16 H -1.14657 1.61633 1.37737  0.165
17 H -2.32146 2.89722 -1.06603  0.140

Record 2
Entry from the OMol25 dataset: a cluster of 2 separate species, C5H8IOP in total in a non-equilibrium geometry (wB97M-V/def2-TZVPD).

Output
Relative energy (zero: lowest compared OMol25 entry of this formula, charge and spin) (kcal per mole): 111.3
E_HOMO (spin up / spin down) (eV): -8.972 / -8.974
HOMO-LUMO gap (spin up / spin down) (eV): 7.18 / 7.18
LUMO level (spin up / spin down) (hartree): -0.0660 / -0.0660

Each line ends with the Löwdin charge.
Positions of all 16 atoms, in Å:
1 C 0.43999 -2.34070 -0.95231  0.109
2 C 0.26456 -1.26709 -0.42338  -0.109
3 C 1.18774 -0.01861 1.50831  -0.014
4 C 1.06274 1.00929 -0.91608  -0.039
5 C 0.33266 0.10910 0.17306  -0.729
6 O -0.82512 0.66765 0.62515  -0.296
7 P -2.85840 0.82061 -0.76254  0.413
8 I -4.27421 -0.80436 0.30697  0.303
9 H 0.26199 -3.38799 -1.17189  0.035
10 H 0.96977 0.76138 2.21290  0.067
11 H 0.79453 -0.98035 1.83615  0.073
12 H 2.30957 0.00423 1.20616  0.113
13 H 0.31885 1.72054 -1.37447  0.071
14 H 1.38034 0.22829 -1.72175  0.092
15 H 1.99688 1.49011 -0.45159  0.087
16 H -3.36190 1.98789 -0.09468  -0.177

Record 3
Entry from the OMol25 dataset: a structure of composition C5H8KO6 in a non-equilibrium geometry (wB97M-V/def2-TZVPD).

Output
Charge: -1
Relative energy (zero: lowest compared OMol25 entry of this formula, charge and spin) (kcal per mole): 0.0
E_HOMO (eV): -0.631
HOMO-LUMO gap (eV): 2.37
LUMO level (hartree): 0.0641

Each line ends with the Löwdin charge.
Positions of all 20 atoms, in Å:
1 K -7.96919 -10.80484 -5.64098  0.819
2 C -5.21966 -11.90103 -4.34431  -1.231
3 O -4.65213 -11.91790 -3.20440  -0.195
4 O -5.89640 -12.83145 -4.82467  -0.211
5 O -5.28261 -10.79703 -4.77678  -0.186
6 C -10.10482 -11.58512 -10.30319  -0.069
7 C -11.05546 -10.45946 -9.96196  -0.198
8 O -10.41107 -9.15000 -9.88759  0.002
9 C -9.60489 -8.80936 -8.81771  -0.536
10 O -9.42212 -9.59874 -7.85758  0.004
11 O -9.00064 -7.70476 -9.12227  0.040
12 C -8.03253 -7.28927 -8.15636  -0.022
13 H -9.78691 -11.52810 -11.34424  0.079
14 H -10.58179 -12.54365 -10.09871  0.081
15 H -9.23356 -11.60188 -9.64842  0.077
16 H -11.57333 -10.67391 -9.02712  0.119
17 H -11.73030 -10.34839 -10.81070  0.119
18 H -8.32480 -7.18006 -7.11197  0.102
19 H -7.65299 -6.36322 -8.58819  0.100
20 H -7.19713 -7.98821 -8.11528  0.104

Record 4
Entry from the OMol25 dataset: a structure of composition C5H8LiNiO3 in a non-equilibrium geometry (wB97M-V/def2-TZVPD).

Output
Charge: +2
E_HOMO (spin up / spin down) (eV): -15.697 / -18.221
Multiplicity: 4
⟨S²⟩: 3.752
HOMO-LUMO gap (spin up / spin down) (eV): 8.55 / 8.28
LUMO level (spin up / spin down) (hartree): -0.2625 / -0.3652

Each line ends with the Löwdin charge.
Positions of all 18 atoms, in Å:
1 C -1.61042 -3.38457 0.34297  0.090
2 C -1.58375 -3.27405 1.55903  0.036
3 H -1.90596 -3.34614 -0.69435  0.091
4 H -2.19549 -3.77958 2.33368  0.116
5 H -1.26265 -1.64553 0.93173  0.060
6 Li 2.42741 -1.96835 -0.73252  0.894
7 O 0.02407 0.92999 -0.10967  -0.106
8 Ni -1.95858 1.32359 0.94572  1.049
9 O -1.09286 -0.64274 0.74768  -0.031
10 C -0.03161 -0.37423 0.01402  -0.630
11 O 0.78909 -1.18836 -0.35099  0.040
12 C 1.22820 1.57041 -0.62753  -0.160
13 C 0.96495 3.05077 -0.68528  -0.041
14 H 2.05056 1.31840 0.05239  0.144
15 H 1.42578 1.13755 -1.61520  0.142
16 H 0.78251 3.45643 0.31806  0.095
17 H 1.85000 3.54156 -1.10905  0.111
18 H 0.09874 3.27484 -1.32071  0.099

Record 5
Entry from the OMol25 dataset: the ion C5H8N with charge +1 in a non-equilibrium geometry (wB97M-V/def2-TZVPD).

Output
Charge: +1
Relative energy (zero: lowest compared OMol25 entry of this formula, charge and spin) (kcal per mole): 96.9
E_HOMO (eV): -14.673
HOMO-LUMO gap (eV): 10.77
LUMO level (hartree): -0.1435

Each line ends with the Löwdin charge.
Positions of all 14 atoms, in Å:
1 C -2.22414 0.65826 -0.15989  0.111
2 C -1.09050 0.33717 0.32442  -0.274
3 C -0.23958 0.43543 1.51786  0.014
4 C 0.19867 -0.27443 0.28580  -0.165
5 C 1.07050 -1.27878 -0.49144  0.003
6 N 1.30414 0.10740 -0.90923  0.168
7 H -2.47440 0.57019 -1.23408  0.096
8 H -2.82680 1.40780 0.44425  0.122
9 H 0.36147 1.25706 1.94987  0.138
10 H -0.63094 -0.28278 2.29251  0.154
11 H 1.98904 -1.78574 -0.04570  0.163
12 H 0.38999 -1.81581 -1.19956  0.151
13 H 2.07877 0.59269 -0.51536  0.156
14 H 0.86381 0.40725 -1.75940  0.163

Record 6
Entry from the OMol25 dataset: the ion C5H8N with charge +1 in a non-equilibrium geometry (wB97M-V/def2-TZVPD).

Output
Charge: +1
Relative energy (zero: lowest compared OMol25 entry of this formula, charge and spin) (kcal per mole): 179.9
E_HOMO (spin up / spin down) (eV): -12.408 / -14.620
HOMO-LUMO gap (spin up / spin down) (eV): 6.20 / 10.70
LUMO level (spin up / spin down) (hartree): -0.2283 / -0.1439

Each line ends with the Löwdin charge.
Positions of all 14 atoms, in Å:
1 C -2.14895 -0.98181 0.21596  0.227
2 C 1.16687 -1.06138 0.43214  0.116
3 C -0.52970 1.00363 0.12257  -0.127
4 C -1.66941 0.10016 -0.32023  -0.191
5 C 1.52903 -0.29912 -0.70776  -0.091
6 N 0.82951 0.42926 0.36922  -0.040
7 H -2.35034 -1.97063 0.45542  0.039
8 H -0.64844 1.88030 -0.46148  0.115
9 H -0.78435 1.43598 1.11717  0.145
10 H -2.31829 0.51145 -1.10835  0.118
11 H 2.54400 -0.05719 -0.85346  0.118
12 H 1.93668 -1.25287 1.26490  0.151
13 H 1.00421 -0.66739 -1.65602  0.180
14 H 1.43917 0.92960 1.12992  0.240

Record 7
Entry from the OMol25 dataset: the ion C5H8N with charge +1 in a non-equilibrium geometry (wB97M-V/def2-TZVPD).

Output
Charge: +1
Relative energy (zero: lowest compared OMol25 entry of this formula, charge and spin) (kcal per mole): 172.2
E_HOMO (eV): -13.840
HOMO-LUMO gap (eV): 9.72
LUMO level (hartree): -0.1513

Each line ends with the Löwdin charge.
Positions of all 14 atoms, in Å:
1 C 1.93090 1.00830 -0.03033  0.119
2 C 0.76517 0.57316 0.27570  -0.231
3 C 1.96173 -0.45111 -0.28782  0.021
4 C -0.10971 -1.02773 0.28078  0.075
5 C -1.59556 0.92369 -0.31411  0.057
6 N -0.58572 0.30360 0.57460  -0.088
7 H 1.95138 -0.77551 -1.32050  0.113
8 H 2.47488 -1.09829 0.40781  0.111
9 H -0.44509 -1.47093 -0.64349  0.125
10 H 0.02995 -1.69848 1.11578  0.130
11 H -1.10684 1.57327 -1.03951  0.122
12 H -2.15295 0.15512 -0.84704  0.113
13 H -2.29448 1.51995 0.26702  0.116
14 H -0.82367 0.46498 1.56111  0.216

Record 8
Entry from the OMol25 dataset: a structure of composition C5H8N in a non-equilibrium geometry (wB97M-V/def2-TZVPD).

Output
Charge: +1
Relative energy (zero: lowest compared OMol25 entry of this formula, charge and spin) (kcal per mole): 95.2
E_HOMO (eV): -15.402
HOMO-LUMO gap (eV): 10.38
LUMO level (hartree): -0.1845

Each line ends with the Löwdin charge.
Positions of all 14 atoms, in Å:
1 C 0.50575 0.18143 0.13872  -0.183
2 C -0.24994 -1.13740 -0.06430  0.016
3 C -1.94449 0.67591 -0.33750  0.020
4 C -1.39453 -0.34808 0.52932  -0.084
5 C 1.88427 0.55474 0.14386  0.042
6 N -0.55844 0.97549 0.16608  0.119
7 H -0.70159 -1.23436 -1.10506  0.168
8 H -0.14444 -2.03012 0.47171  0.115
9 H -1.95858 0.60477 -1.41237  0.139
10 H -2.56924 1.51007 0.02284  0.150
11 H -1.61216 -0.24354 1.55403  0.149
12 H 2.03955 0.98334 -0.78444  0.096
13 H 2.64500 -0.27048 0.28317  0.142
14 H 2.01222 1.29928 0.90190  0.111

Values for E_tot, eV, ordered as above
-18431.7177; -24746.6102; -33924.1851; -52684.5214; -6793.8844; -6790.2882; -6790.6210; -6793.9585